No. 1
DFT (wB97M-V/def2-TZVPD) results for C8H8ClNS in the gas phase.

Each line ends with the Löwdin charge.
Element x y z (Å)
C1 1.61 -2.34 0.30  -0.257
C2 -0.05 0.39 1.50  -0.049
C3 0.21 1.46 0.78  -0.142
C4 -1.48 -0.63 -0.28  -0.169
C5 -1.10 0.54 -1.17  -0.191
C6 -0.37 -0.90 0.74  -0.258
C7 0.23 1.20 -0.69  -0.481
C8 0.97 -1.18 0.01  -0.455
N1 1.97 -3.43 0.28  0.201
S1 1.66 0.05 -0.90  1.003
Cl1 3.27 1.93 -0.18  -0.182
H1 -0.03 0.58 2.51  0.094
H2 0.50 2.37 1.22  0.099
H3 -2.45 -0.23 0.14  0.133
H4 -1.80 -1.59 -0.84  0.147
H5 -0.97 0.26 -2.29  0.138
H6 -1.97 1.24 -1.14  0.128
H7 -0.72 -1.67 1.41  0.145
H8 0.52 1.96 -1.40  0.094

Results
HOMO energy (spin up / spin down) in eV: -8.9 / -8.9
2S+1: 1
Energy above the lowest of the compared OMol25 structures with the same formula, charge and spin in eV: 1.487
LUMO (spin up / spin down) in eV: -2.02 / -2.01

---

No. 2
DFT (wB97M-V/def2-TZVPD) results for a molecular structure, C44H41Br2HgN2O3P2.

Each line ends with the Mulliken spin population.
Element x y z (Å)
Hg1 2.51 -0.74 -1.96  0.034
Br1 2.75 -3.17 -4.76  0.004
C1 3.20 -1.45 -3.92  -0.001
Br2 3.59 1.76 -2.66  0.000
H1 2.86 -0.71 -4.64  0.000
H2 4.28 -1.43 -3.88  0.000
C2 -2.32 2.24 0.41  -0.007
C3 -1.61 1.74 1.67  0.012
P1 -0.94 0.00 1.37  -0.007
C4 -2.57 -0.86 1.64  -0.007
C5 -2.99 -1.77 0.68  0.003
C6 -4.21 -2.43 0.81  -0.004
C7 -5.02 -2.20 1.91  -0.001
C8 -4.60 -1.30 2.88  0.000
C9 -3.39 -0.64 2.75  0.001
C10 -0.23 -0.23 3.07  -0.003
C11 0.55 0.75 3.66  -0.002
C12 1.11 0.57 4.92  0.001
C13 0.88 -0.61 5.62  -0.001
C14 0.12 -1.61 5.03  0.004
C15 -0.42 -1.42 3.77  0.003
P2 -1.07 2.59 -0.90  0.000
C16 -2.11 3.28 -2.25  -0.006
C17 -3.44 2.92 -2.44  0.003
C18 -4.15 3.35 -3.56  0.001
C19 -3.53 4.14 -4.51  0.000
C20 -2.20 4.52 -4.33  0.000
C21 -1.50 4.09 -3.21  0.000
C22 -0.39 4.15 -0.19  0.001
C23 -1.15 5.31 -0.04  0.000
C24 -0.59 6.46 0.49  0.000
C25 0.74 6.47 0.87  0.000
C26 1.51 5.32 0.74  0.000
C27 0.94 4.17 0.21  0.000
H3 -2.91 3.14 0.61  -0.001
H4 -3.00 1.46 0.03  0.006
H5 -2.28 1.80 2.53  0.000
H6 -0.75 2.39 1.87  -0.002
H7 -2.35 -1.98 -0.15  0.008
H8 -4.51 -3.15 0.05  0.001
H9 -5.96 -2.72 2.02  0.000
H10 -5.22 -1.12 3.76  0.000
H11 -3.06 0.03 3.53  0.000
H12 0.77 1.67 3.13  0.000
H13 1.72 1.35 5.36  0.000
H14 1.31 -0.75 6.61  0.000
H15 -0.06 -2.54 5.56  0.001
H16 -0.98 -2.22 3.30  0.000
H17 -3.95 2.30 -1.71  0.000
H18 -5.18 3.05 -3.69  0.000
H19 -4.07 4.46 -5.39  0.000
H20 -1.70 5.13 -5.07  0.000
H21 -0.46 4.36 -3.09  0.000
H22 -2.19 5.32 -0.34  0.000
H23 -1.20 7.36 0.60  0.000
H24 1.19 7.38 1.26  0.000
H25 2.55 5.32 1.04  0.000
H26 1.54 3.27 0.10  0.000
C28 -1.89 -1.18 -3.46  0.074
C29 -2.25 -2.53 -3.46  -0.002
C30 -1.43 -3.43 -2.83  0.022
C31 -0.23 -3.01 -2.21  0.075
N1 0.10 -1.70 -2.23  0.058
C32 -0.71 -0.83 -2.83  -0.031
C33 0.71 -3.98 -1.65  0.230
C34 0.95 -5.13 -2.41  -0.116
C35 2.01 -5.97 -2.16  0.189
C36 2.90 -5.64 -1.12  -0.015
C37 2.66 -4.57 -0.31  0.063
C38 1.51 -3.74 -0.46  0.139
H27 -2.49 -0.42 -3.95  0.010
H28 -3.16 -2.86 -3.93  -0.001
H29 -1.70 -4.48 -2.77  0.002
H30 -0.38 0.20 -2.81  -0.006
H31 0.34 -5.29 -3.29  0.007
H32 2.21 -6.81 -2.82  0.032
H33 3.79 -6.24 -0.97  0.001
H34 3.35 -4.37 0.49  0.042
C39 2.06 -2.80 1.83  -0.010
C40 1.10 -2.92 0.65  0.067
O1 -0.05 -2.42 0.82  0.125
H35 1.97 -3.68 2.47  0.012
H36 1.79 -1.92 2.42  0.008
H37 3.10 -2.69 1.52  -0.005
O2 5.59 -1.90 0.02  -0.004
C41 4.87 -1.03 0.48  0.008
C42 5.25 -0.19 1.70  0.000
C43 4.03 0.70 1.93  0.002
C44 3.09 0.30 0.80  -0.021
O3 2.00 0.81 0.62  -0.006
N2 3.64 -0.67 0.02  0.005
H38 6.15 0.38 1.45  0.000
H39 5.49 -0.85 2.53  0.000
H40 4.24 1.76 1.85  0.000
H41 3.53 0.52 2.89  0.000

Results
HOMO energy (spin up / spin down) in eV: 0.4 / -2.4
2S+1: 2
LUMO (spin up / spin down) in eV: 4.06 / 4.06
⟨S²⟩: 0.77
Charge: -2

---

No. 3
DFT (wB97M-V/def2-TZVPD) results for a molecular structure, C12H34FeN2O10P.

Each line ends with the Mulliken spin population.
Element x y z (Å)
Fe1 0.62 -0.05 0.44  3.594
P1 1.49 1.98 1.09  -0.017
O1 0.78 1.96 -0.31  0.079
O2 2.44 0.71 0.93  0.100
O3 0.41 1.27 2.05  0.071
O4 2.11 3.22 1.57  0.007
C1 -2.89 -2.37 1.50  0.006
C2 -1.57 -1.63 1.48  -0.003
C3 -0.39 -2.63 1.51  0.010
O5 0.81 -1.90 1.63  0.033
C4 1.97 -2.70 1.85  0.007
N1 -1.43 -0.67 0.36  0.054
H1 -3.66 -1.83 0.95  -0.001
H2 -3.25 -2.51 2.52  -0.001
H3 -2.82 -3.36 1.04  0.000
H4 -1.42 -1.07 2.41  -0.002
H5 -0.44 -3.24 0.59  -0.004
H6 -0.54 -3.26 2.39  0.000
H7 2.76 -2.00 2.10  -0.001
H8 2.24 -3.28 0.96  0.001
H9 1.82 -3.37 2.70  0.001
H10 -1.87 -1.12 -0.45  0.003
H11 -2.05 0.12 0.55  -0.005
C5 2.88 -2.53 -2.47  0.006
C6 2.58 -1.39 -1.51  0.001
C7 3.17 -0.08 -1.99  -0.001
O6 2.48 0.28 -3.17  0.001
C8 3.09 1.34 -3.84  0.000
N2 1.09 -1.18 -1.37  0.050
H12 2.34 -2.38 -3.41  0.001
H13 2.66 -3.52 -2.05  -0.001
H14 3.93 -2.53 -2.77  0.000
H15 2.99 -1.61 -0.52  -0.003
H16 4.25 -0.20 -2.19  0.000
H17 2.99 0.67 -1.21  0.006
H18 4.06 1.04 -4.28  0.000
H19 3.26 2.20 -3.18  0.000
H20 2.43 1.67 -4.65  0.000
H21 0.66 -2.09 -1.55  0.003
H22 0.82 -0.67 -2.22  -0.004
C9 -1.77 2.36 4.20  0.000
C10 -2.38 2.74 2.87  -0.002
O7 -2.13 1.77 1.89  -0.001
O8 -0.38 2.54 4.28  0.001
H23 -2.07 1.31 4.41  0.000
H24 -2.23 2.98 4.98  0.000
H25 -1.92 3.69 2.54  0.000
H26 -3.46 2.90 2.97  0.000
H27 -1.14 1.56 1.95  0.009
H28 0.04 2.19 3.47  0.002
C11 -1.82 1.93 -2.07  0.001
C12 -3.05 1.19 -2.58  0.000
O9 -3.66 0.33 -1.61  0.000
O10 -0.64 1.19 -2.31  0.002
H29 -1.93 2.12 -0.99  0.000
H30 -1.78 2.91 -2.58  0.000
H31 -2.83 0.62 -3.48  0.000
H32 -3.79 1.94 -2.91  0.000
H33 -3.87 0.88 -0.85  0.000
H34 0.01 1.52 -1.62  -0.002

Results
HOMO energy (spin up / spin down) in eV: -4.2 / -4.3
2S+1: 5
Energy above the lowest of the compared OMol25 structures with the same formula, charge and spin in eV: 0.000
LUMO (spin up / spin down) in eV: 2.35 / 2.34
⟨S²⟩: 6.01
Charge: -1

---

No. 4
DFT (wB97M-V/def2-TZVPD) results for a molecular structure, C17H10F8N3O3PdS.

Each line ends with the Mulliken spin population.
Element x y z (Å)
Pd1 0.27 -0.33 0.21  1.810
F1 -1.57 -2.47 6.72  0.024
C1 -1.52 -2.37 5.42  0.166
C2 -0.90 -1.25 4.84  -0.018
F2 -0.40 -0.31 5.61  -0.003
C3 -0.85 -1.15 3.47  0.085
F3 -0.28 -0.08 2.95  0.017
C4 -1.40 -2.14 2.63  0.017
S1 -1.42 -2.08 0.92  0.819
C5 -2.01 -3.25 3.25  0.104
F4 -2.54 -4.20 2.51  0.015
C6 -2.07 -3.37 4.62  -0.026
F5 -2.64 -4.41 5.18  -0.004
C7 -1.60 4.64 -1.14  0.002
N1 -1.62 3.43 -0.34  0.012
C8 -0.64 2.54 -0.25  0.005
N2 0.48 2.72 -0.98  0.003
O1 -0.79 1.54 0.53  0.137
H1 -2.46 5.25 -0.87  0.000
H2 -1.66 4.42 -2.21  0.000
H3 -0.70 5.23 -0.94  0.000
H4 -2.44 3.23 0.21  -0.001
H5 0.62 3.56 -1.51  0.000
H6 1.29 2.18 -0.74  -0.005
F6 4.46 -2.29 0.58  0.000
C9 4.25 -1.08 1.10  0.010
F7 5.13 -0.24 0.58  0.003
F8 4.43 -1.14 2.42  0.001
C10 2.80 -0.64 0.79  -0.014
O2 1.89 -1.45 1.14  0.220
O3 2.58 0.43 0.21  0.072
N3 -0.01 -0.14 -7.29  0.006
C11 0.03 -0.25 -6.15  0.000
C12 0.08 -0.36 -4.73  0.020
C13 -1.11 -0.34 -3.99  0.021
C14 -1.05 -0.43 -2.61  -0.116
C15 0.18 -0.53 -1.98  0.619
C16 1.36 -0.55 -2.70  -0.058
C17 1.31 -0.48 -4.08  0.019
H7 -2.06 -0.26 -4.49  0.000
H8 -1.98 -0.43 -2.04  0.012
H9 2.33 -0.64 -2.21  0.025
H10 2.23 -0.51 -4.67  0.001

Results
HOMO energy (spin up / spin down) in eV: -12.6 / -12.6
2S+1: 5
Energy above the lowest of the compared OMol25 structures with the same formula, charge and spin in eV: 0.137
LUMO (spin up / spin down) in eV: -2.88 / -7.02
⟨S²⟩: 6.03
Charge: +1

---

No. 5
DFT (wB97M-V/def2-TZVPD) results for 9 unconnected molecules or ions with the total composition C39H79N13O6P2.

Each line ends with the Löwdin charge.
Element x y z (Å)
O1 11.32 17.79 9.96  -0.308
P1 11.48 16.30 10.01  0.494
N1 11.02 15.58 11.41  -0.284
C1 11.94 15.72 12.57  -0.088
C2 9.79 14.89 11.69  -0.115
N2 13.12 16.03 9.96  -0.319
C3 13.93 16.97 9.26  -0.131
C4 13.69 14.65 10.04  -0.104
N3 10.53 15.55 8.89  -0.321
C5 10.94 14.22 8.38  -0.099
C6 9.70 16.40 8.04  -0.109
H1 11.72 16.61 13.16  0.076
H2 12.97 15.87 12.13  0.076
H3 11.86 14.98 13.32  0.060
H4 9.95 14.02 12.38  0.096
H5 9.44 14.50 10.69  0.082
H6 8.97 15.48 11.97  0.056
H7 13.40 17.88 9.40  0.048
H8 14.91 17.01 9.84  0.080
H9 14.12 16.77 8.16  0.100
H10 14.70 14.58 10.57  0.100
H11 12.98 13.93 10.45  0.065
H12 13.84 14.27 8.98  0.064
H13 11.91 14.24 7.86  0.078
H14 10.91 13.49 9.20  0.071
H15 10.17 13.81 7.74  0.072
H16 9.02 16.83 8.74  0.061
H17 9.17 15.84 7.21  0.099
H18 10.28 17.25 7.62  0.084
O2 15.61 11.28 10.37  -0.260
P2 16.30 10.69 9.25  0.499
N4 15.58 9.25 8.93  -0.285
C7 16.24 8.18 8.17  -0.095
C8 14.27 8.90 9.43  -0.097
N5 17.97 10.48 9.54  -0.275
C9 19.00 10.34 8.56  -0.119
C10 18.25 10.22 10.98  -0.094
N6 16.27 11.58 7.87  -0.309
C11 16.03 11.13 6.55  -0.121
C12 16.36 13.00 7.92  -0.111
H19 15.65 7.84 7.36  0.070
H20 16.47 7.33 8.86  0.101
H21 17.20 8.54 7.83  0.045
H22 13.52 8.78 8.69  0.062
H23 13.80 9.62 10.17  0.085
H24 14.41 7.93 9.84  0.071
H25 18.90 10.99 7.74  0.058
H26 19.93 10.63 9.08  0.077
H27 19.12 9.29 8.13  0.090
H28 18.19 9.13 11.16  0.087
H29 19.33 10.48 11.14  0.068
H30 17.62 10.75 11.68  0.049
H31 16.17 10.08 6.47  0.054
H32 15.05 11.38 6.18  0.082
H33 16.73 11.58 5.82  0.094
H34 16.70 13.25 8.94  0.057
H35 15.39 13.31 7.65  0.057
H36 17.09 13.42 7.23  0.084
C13 16.23 18.18 14.31  -0.031
C14 16.45 17.85 12.84  -0.515
O3 15.92 16.85 12.29  -0.003
N7 17.29 18.77 12.27  -0.008
C15 17.46 18.89 10.82  -0.066
H37 17.17 18.54 14.83  0.089
H38 15.60 17.46 14.86  0.079
H39 15.53 19.10 14.32  0.105
H40 17.55 19.60 12.84  0.147
H41 18.44 18.70 10.38  0.070
H42 17.23 19.88 10.49  0.070
H43 16.74 18.19 10.37  0.070
C16 14.50 9.56 12.92  -0.002
C17 14.90 10.66 13.88  -0.505
O4 14.87 10.51 15.12  -0.005
N8 15.23 11.84 13.27  0.015
C18 15.39 13.01 14.01  -0.090
H44 14.09 9.96 12.01  0.026
H45 13.65 9.01 13.39  0.101
H46 15.23 8.79 12.66  0.090
H47 15.24 11.83 12.27  0.069
H48 14.73 12.95 14.88  0.098
H49 15.03 13.81 13.36  0.086
H50 16.41 13.24 14.23  0.059
C19 24.62 12.19 13.47  -0.002
C20 23.81 12.77 14.64  -0.548
O5 22.73 13.26 14.32  0.002
N9 24.25 12.65 15.88  -0.005
C21 23.57 13.20 16.97  -0.083
H51 25.66 12.19 13.62  0.045
H52 24.45 12.71 12.49  0.099
H53 24.35 11.11 13.39  0.089
H54 25.12 12.13 15.98  0.150
H55 24.19 13.91 17.48  0.080
H56 23.25 12.40 17.67  0.094
H57 22.68 13.67 16.56  0.087
C22 20.19 10.63 16.11  0.000
C23 18.96 10.65 15.16  -0.478
O6 18.92 10.08 14.05  -0.002
N10 17.91 11.32 15.68  0.027
C24 17.81 12.19 16.85  -0.073
H58 20.35 11.66 16.40  0.054
H59 21.12 10.37 15.64  0.053
H60 20.12 10.11 17.10  0.101
H61 17.05 11.35 15.16  0.076
H62 16.75 12.39 17.03  0.084
H63 18.23 13.18 16.68  0.079
H64 18.27 11.73 17.75  0.089
N11 19.67 17.39 5.88  0.060
C25 20.59 16.59 6.39  -0.163
C26 21.70 17.07 7.12  -0.080
C27 21.82 18.43 7.36  -0.067
C28 20.81 19.21 6.86  -0.100
C29 19.77 18.73 6.16  -0.128
H65 20.46 15.52 6.18  0.107
H66 22.44 16.38 7.49  0.094
H67 22.64 18.82 7.88  0.093
H68 20.93 20.26 6.93  0.095
H69 18.96 19.30 5.81  0.091
N12 23.28 8.00 11.40  0.049
C30 23.53 8.96 10.51  -0.144
C31 22.98 10.27 10.59  -0.083
C32 22.11 10.55 11.58  -0.123
C33 21.80 9.56 12.49  -0.065
C34 22.45 8.32 12.39  -0.142
H70 24.19 8.80 9.64  0.104
H71 23.26 10.99 9.87  0.085
H72 21.59 11.52 11.74  0.096
H73 21.13 9.78 13.31  0.074
H74 22.36 7.58 13.19  0.105
N13 17.91 14.48 10.43  0.065
C35 18.38 13.82 11.48  -0.117
C36 19.79 13.62 11.68  -0.046
C37 20.69 14.21 10.78  -0.088
C38 20.19 14.86 9.68  -0.089
C39 18.82 14.94 9.56  -0.161
H75 17.70 13.47 12.26  0.094
H76 20.19 13.08 12.56  0.100
H77 21.75 14.30 10.98  0.107
H78 20.86 15.42 9.00  0.084
H79 18.42 15.52 8.68  0.118

Results
HOMO energy in eV: -8.2
2S+1: 1
SMILES: CN(C)P(=O)(N(C)C)N(C)C.CN(C)P(=O)(N(C)C)N(C)C.CNC(C)=O.CNC(C)=O.CNC(C)=O.CNC(C)=O.c1ccncc1.c1ccncc1.c1ccncc1
LUMO in eV: 0.46

---

It is found that the E_tot values, taken in the order of the records, are -1222.6681, -8020.7730, -2944.7897, -2368.4450, -3379.4656 Eh.